No. 1
ORCA calculation (ωB97M-V with the def2-TZVPD basis set) on a cluster of 13 separate species, C4H34N2O13 in total in a non-equilibrium geometry.

Cartesian coordinates (Å):
1 C 2.7488 2.2523 -0.0791
2 C 1.5420 1.4825 -0.5284
3 C 0.2657 1.8979 0.2515
4 C 0.4907 1.4935 1.6771
5 N 0.3586 0.1293 1.9758
6 O 0.7218 2.2426 2.6043
7 N 1.3567 1.6927 -2.0061
8 H 2.6916 3.2235 -0.5819
9 H 3.7371 1.9233 -0.4665
10 H 3.1477 2.4121 0.9278
11 H 1.6171 0.3932 -0.5035
12 H 0.2142 2.9852 0.3431
13 H -0.6234 1.4719 -0.2182
14 H 0.7641 -0.1800 2.8453
15 H 0.6180 -0.6456 1.3486
16 H 2.2525 1.8062 -2.4582
17 H 0.6368 2.3555 -2.2563
18 H 1.7258 -1.8564 -0.2580
19 H 0.3056 -2.4016 0.3405
20 O 1.2241 -2.1290 0.5145
21 H -0.2930 0.0110 4.5676
22 H -1.2960 1.0510 4.8514
23 O -1.1178 0.1252 5.0601
24 H -2.0311 -1.2868 4.1490
25 H -3.4879 -1.5004 4.0679
26 O -2.7263 -1.5669 3.5014
27 H -1.1160 -3.5146 -1.9434
28 H -1.2368 -3.4463 -3.3988
29 O -1.3238 -4.0881 -2.6713
30 H -2.4711 -2.2116 1.3287
31 H -2.6263 -2.0123 -0.0860
32 O -1.9504 -2.3552 0.5169
33 H -1.9990 0.4761 2.3574
34 H -3.4090 1.0338 2.9266
35 O -2.6652 1.1706 2.3501
36 H 4.6843 -0.6545 1.9369
37 H 3.7308 -1.8075 1.9664
38 O 4.0741 -1.1108 2.5255
39 H 2.0614 -3.1230 -3.0922
40 H 2.2973 -3.9578 -1.8018
41 O 1.8514 -3.1830 -2.1544
42 H 1.0185 0.1228 -2.9426
43 H 2.0346 -0.9574 -3.3690
44 O 1.2148 -0.5386 -3.6605
45 H -2.3947 3.3807 -3.0885
46 H -3.3297 2.1990 -3.4420
47 O -2.3939 2.4715 -3.4328
48 H -2.4080 3.8173 0.9066
49 H -2.5668 2.2546 0.8756
50 O -2.6794 3.0633 0.3613
51 H -0.3267 -1.6401 -4.0925
52 H -1.6860 -0.9946 -4.1012
53 O -1.2275 -1.7763 -4.4447

Computed properties:
**Lowest unoccupied orbital energy**: -0.018 eV
**Calculated total energy**: -1260.43482 Eh
**Molar mass**: 318.32 g mol⁻¹

---

No. 2
ORCA calculation (ωB97M-V with the def2-TZVPD basis set) on a cluster of 3 separate species, C25H48ClF8N7O9P3S2 in total in a non-equilibrium geometry.

Cartesian coordinates (Å):
1 C 12.9532 3.0855 0.0348
2 C 12.3817 4.3126 -0.6532
3 O 10.9499 4.2972 -0.5355
4 C 10.3798 4.9417 -1.5949
5 O 10.2477 6.1231 -1.5968
6 C 9.8661 4.1322 -2.7730
7 C 8.3752 3.8354 -2.6391
8 C 8.1817 2.8084 -1.4887
9 C 6.7391 2.5217 -1.1431
10 C 6.2887 1.2262 -1.4870
11 F 7.1411 0.3918 -2.0156
12 C 4.9858 0.8136 -1.2435
13 S 4.6188 -0.8794 -1.7482
14 O 5.1184 -1.6757 -0.6942
15 O 3.2894 -1.0585 -2.1829
16 F 5.5131 -1.1399 -2.9839
17 C 4.1134 1.7141 -0.6324
18 P 2.2953 1.0982 -0.1376
19 O 2.5191 -0.4146 0.3867
20 Cl 1.2620 1.0691 -1.8863
21 N 4.5175 2.9663 -0.3309
22 C 3.5763 3.9567 0.2552
23 F 2.3095 3.6672 -0.0061
24 F 3.7551 5.1221 -0.3538
25 F 3.7174 4.0218 1.5495
26 C 5.8363 3.3691 -0.5406
27 S 6.4834 5.0096 -0.0111
28 O 5.8194 5.4699 1.1689
29 O 7.8914 5.0149 0.2250
30 C 6.1185 6.3293 -1.3253
31 F 7.2439 6.9126 -1.6417
32 F 5.2947 7.2253 -0.8511
33 F 5.5718 5.7073 -2.3797
34 H 12.6156 3.0124 1.0683
35 H 12.7030 2.1656 -0.4943
36 H 14.0413 3.1670 0.0567
37 H 12.7255 4.2954 -1.6924
38 H 12.8270 5.1918 -0.1847
39 H 10.4468 3.2071 -2.8475
40 H 10.0868 4.6856 -3.6832
41 H 8.0866 3.3166 -3.5570
42 H 7.7709 4.7253 -2.5286
43 H 8.6769 1.9167 -1.8664
44 H 8.7772 3.0698 -0.6158
45 H 1.9257 -0.9762 -0.1483
46 O -1.3095 -0.0558 -0.2221
47 P -2.6503 0.6470 -0.1671
48 N -2.9143 0.5472 1.5361
49 C -4.1651 0.2830 2.2173
50 C -1.9522 1.2628 2.3687
51 N -3.5440 -0.5406 -1.0693
52 C -4.4419 -1.4819 -0.4169
53 C -2.7408 -1.2881 -2.0355
54 N -3.8574 1.8143 -0.4547
55 C -3.6535 3.1409 0.1259
56 C -5.1448 1.6556 -1.1082
57 H -4.9348 1.0515 2.0525
58 H -4.0024 0.2275 3.2937
59 H -4.5757 -0.6880 1.9545
60 H -2.1178 2.3489 2.3639
61 H -0.9339 1.0798 2.0172
62 H -1.9888 0.9212 3.4033
63 H -3.9219 -2.1243 0.3062
64 H -4.9213 -2.1265 -1.1547
65 H -5.2707 -0.9765 0.0778
66 H -2.1589 -2.0873 -1.5606
67 H -2.0493 -0.6339 -2.5650
68 H -3.3941 -1.7439 -2.7828
69 H -4.0796 3.2120 1.1331
70 H -4.1050 3.9220 -0.4857
71 H -2.5905 3.3773 0.1909
72 H -5.8994 1.3019 -0.4005
73 H -5.1008 0.9808 -1.9561
74 H -5.4924 2.6105 -1.5116
75 O -6.5929 -3.9682 -0.1180
76 P -7.4898 -4.9483 0.5931
77 N -7.8856 -3.9791 1.9692
78 C -8.0168 -4.4143 3.3428
79 C -8.6289 -2.7546 1.6840
80 N -6.2605 -6.1433 0.9305
81 C -5.6827 -6.2968 2.2518
82 C -5.1663 -6.1602 -0.0399
83 N -8.7182 -6.1014 0.8403
84 C -10.0989 -5.6405 0.6986
85 C -8.6060 -7.4760 1.2929
86 H -8.8295 -5.1378 3.5078
87 H -8.2207 -3.5613 3.9903
88 H -7.0909 -4.8323 3.7297
89 H -9.6866 -2.9475 1.4610
90 H -8.1963 -2.2387 0.8242
91 H -8.5829 -2.0566 2.5209
92 H -5.1765 -5.3845 2.5988
93 H -4.9516 -7.1089 2.2469
94 H -6.4272 -6.6003 2.9882
95 H -4.4395 -5.3588 0.1410
96 H -5.5389 -6.0548 -1.0564
97 H -4.6387 -7.1160 0.0165
98 H -10.5028 -5.2722 1.6485
99 H -10.7536 -6.4348 0.3405
100 H -10.1659 -4.8341 -0.0327
101 H -8.5812 -7.5271 2.3853
102 H -7.7339 -7.9777 0.8880
103 H -9.4639 -8.0636 0.9557

Computed properties:
**Lowest unoccupied orbital energy**: -5.688 eV
**Calculated total energy**: -5120.96976 Eh
**Net charge**: +1
**Molar mass**: 935.19 g mol⁻¹

---

Q: Among the records above, which one has the highest molar mass?
A: C25H48ClF8N7O9P3S2